1.
Molecular formula: C4H12
Method: DFT, wB97M-V/def2-TZVPD

XYZ file:
```
16
Properties=species:S:1:pos:R:3:forces:R:3
C 1.0631 -0.4369 -1.0099 0.53 1.14 0.46
C 1.2664 -1.6081 -1.8900 -0.10 -1.30 -0.88
H 0.7237 0.4697 -1.5197 -0.53 -0.36 -0.22
H 0.3501 -0.6867 -0.1817 0.00 0.09 0.05
H 1.9722 -0.0536 -0.5258 -0.02 -0.59 0.35
H 0.4064 -1.8165 -2.5234 -0.14 0.25 -0.12
H 1.4769 -2.5794 -1.4274 0.07 0.41 0.53
H 2.1117 -1.4844 -2.5750 0.07 0.36 -0.03
C -0.9998 1.7210 1.3091 0.13 -1.13 -0.74
C -1.3176 0.3238 1.6579 0.03 1.95 -0.22
H -1.4084 2.3975 2.0645 0.34 0.34 -0.03
H 0.1066 1.9459 1.2246 0.05 0.06 0.58
H -1.1733 1.9144 0.2416 -0.55 0.29 0.11
H -1.1012 -0.3953 0.8362 0.24 -0.43 -0.06
H -2.4459 0.2418 1.3903 0.23 -0.48 0.26
H -1.1125 0.1167 2.7009 -0.33 -0.61 -0.02
```
Positions in Å, forces in eV/Å.

Computed properties:
energy above the lowest of the compared OMol25 structures with the same formula, charge and spin = 11.6 kcal per mole
spin multiplicity = 2
frontier orbital gap (alpha / beta) = 12.54 / 4.43 eV
total charge = +1
HOMO (alpha / beta) = -15.72 / -15.48 eV

These are the natural (NBO) partial charges, in e, on atoms 1 to 8: atom 1 (C): -0.5643, atom 2 (C): -0.6288, atom 3 (H): 0.2194, atom 4 (H): 0.1972, atom 5 (H): 0.2367, atom 6 (H): 0.2260, atom 7 (H): 0.2359, atom 8 (H): 0.2601


2.
Molecular formula: C4H7NO2
Method: DFT, wB97M-V/def2-TZVPD

XYZ file:
```
14
Properties=species:S:1:pos:R:3:forces:R:3
C 1.9636 0.2290 -0.2262 -0.02 -0.01 -0.01
C 0.6027 -0.2009 -0.7019 0.07 -0.32 -0.34
O 0.4559 -0.8419 -1.7190 0.07 0.11 0.32
N -0.5256 0.0198 0.1202 0.09 0.06 -0.07
C -1.6244 -0.9208 -0.0848 -0.15 -0.11 -0.01
C -0.6507 1.1304 0.9264 0.21 0.09 0.03
O 0.1443 2.0412 0.9872 -0.33 -0.33 0.02
H 2.2848 1.1099 -0.7867 -0.01 -0.10 0.08
H 2.6273 -0.6100 -0.4594 -0.03 0.25 0.01
H 1.9887 0.4630 0.8353 0.01 0.01 -0.10
H -2.4496 -0.6923 0.5944 0.20 0.04 -0.07
H -1.9771 -0.8935 -1.1172 0.01 0.12 0.14
H -1.2639 -1.9358 0.1064 -0.12 0.15 0.03
H -1.5761 1.1018 1.5254 0.02 0.04 -0.04
```
Positions in Å, forces in eV/Å.

Computed properties:
energy above the lowest of the compared OMol25 structures with the same formula, charge and spin = 10.2 kcal per mole
SMILES = CC(=O)N(C)C=O
frontier orbital gap = 11.07 eV
total charge = 0
HOMO = -10.27 eV

These are the natural (NBO) partial charges, in e, on atoms 1 to 8: atom 1 (C): -0.7100, atom 2 (C): 0.7116, atom 3 (O): -0.5638, atom 4 (N): -0.4940, atom 5 (C): -0.4079, atom 6 (C): 0.5478, atom 7 (O): -0.5739, atom 8 (H): 0.2536


3.
Molecular formula: C20H34MgO10
Method: DFT, wB97M-V/def2-TZVPD

XYZ file:
```
65
Properties=species:S:1:pos:R:3:forces:R:3
Mg 0.5515 -0.7404 0.1691 2.84 -1.14 -0.48
C -3.3603 1.2250 0.3709 0.79 -0.83 1.25
C -1.8901 1.3563 0.8126 -0.44 -0.11 -1.10
O -1.1248 0.2140 0.6217 -1.38 1.59 0.09
H -3.9654 2.0904 0.6413 0.20 0.04 -0.11
H -3.6500 0.4004 1.0221 -0.91 -0.19 -0.38
H -3.4786 0.9668 -0.6815 0.12 0.05 0.14
H -1.7771 1.7339 1.8288 0.08 -0.22 0.46
H -1.4690 2.1859 0.2446 0.91 0.09 -0.38
C 4.5135 -0.3654 -0.6466 -1.34 0.06 0.81
C 3.5589 -1.6505 -0.6930 -0.65 0.79 -0.24
O 2.2689 -1.6402 -0.0912 1.08 0.92 -0.22
H 5.5884 -0.5144 -0.7487 -0.09 -0.57 -0.11
H 4.3750 0.1855 0.2837 0.00 -0.13 0.35
H 4.2269 0.3572 -1.4107 -0.12 -0.02 -0.29
H 4.1425 -2.5063 -0.3539 0.01 -0.12 0.28
H 3.4310 -1.7696 -1.7689 -0.04 -0.44 -0.41
O 0.0879 -2.0252 1.8152 -3.36 -1.51 3.31
C -0.8691 -2.4718 2.5343 4.95 0.89 -0.42
O -0.7205 -2.9943 3.8032 3.13 1.80 -1.79
C -1.8846 -3.4048 4.3973 -2.95 -1.66 -0.66
C -2.9637 -3.1482 3.3330 -1.51 0.07 0.88
C -2.2397 -2.5614 2.1883 -2.33 0.06 -1.93
H -2.1789 -2.9599 5.3478 0.86 0.29 -0.03
H -1.9005 -4.4920 4.4738 0.64 0.01 0.68
H -3.7615 -2.4916 3.6803 -0.05 -0.21 0.12
H -3.3918 -4.0633 2.9237 -0.35 -0.07 0.88
H -2.6429 -1.6120 1.8359 0.17 -0.06 -0.21
H -2.3987 -3.3402 1.4425 0.72 0.69 -0.89
O -0.5223 -1.9228 -1.1966 1.15 0.78 0.04
C -1.4529 -2.5498 -1.5969 -0.13 0.29 2.21
O -1.7695 -3.7064 -0.9900 1.04 0.65 -0.33
C -3.0588 -4.0649 -1.3697 -1.25 -1.14 -1.44
C -3.3419 -3.3312 -2.6874 -1.73 0.40 0.09
C -2.4833 -2.0805 -2.5370 0.44 -0.82 -1.92
H -3.7427 -3.8024 -0.5626 -0.17 -0.34 -0.04
H -3.0297 -5.1120 -1.6711 -0.37 -0.21 0.99
H -4.3937 -3.0984 -2.8532 -0.19 0.29 0.69
H -3.2573 -4.0386 -3.5123 1.31 0.43 -0.25
H -2.9646 -1.1632 -2.1977 -0.17 -0.29 0.33
H -1.9257 -1.7921 -3.4280 -0.19 0.03 -0.25
O 1.6865 0.8727 1.3476 0.89 1.53 1.28
C 2.0526 1.9608 1.7810 -2.32 -0.02 -1.38
O 2.4794 2.2124 3.0263 -0.21 -2.55 0.08
C 2.5433 3.5639 3.3220 1.00 2.30 0.08
C 1.8054 4.2378 2.2196 -0.58 2.04 -0.77
C 1.8781 3.3451 1.0408 0.18 -2.61 0.86
H 3.5821 3.8924 3.3573 0.17 -0.23 0.08
H 2.0687 3.9055 4.2418 0.13 -1.04 0.38
H 2.1617 5.2197 1.9084 0.18 0.17 0.64
H 0.7753 4.3762 2.5481 -0.18 -0.04 -0.25
H 2.8180 3.3762 0.4896 -0.22 0.65 -0.53
H 0.9482 3.3717 0.4727 0.56 -0.30 -0.48
O 0.8173 0.5841 -1.5896 1.05 1.62 -1.99
C 1.1882 1.5174 -2.3303 -0.93 -2.80 1.82
O 0.6926 2.7111 -2.0548 -0.63 -0.66 0.24
C 1.1988 3.6960 -2.8908 1.50 1.34 -1.20
C 2.0849 2.9914 -3.9666 -0.65 0.90 -0.71
C 2.1653 1.5525 -3.5253 -0.09 -0.13 0.99
H 1.8011 4.3416 -2.2516 -0.01 0.27 -0.16
H 0.3983 4.2772 -3.3486 -0.07 -0.11 0.20
H 3.0288 3.5037 -4.1531 0.11 -0.18 0.54
H 1.6040 3.0535 -4.9428 -0.29 -0.04 0.08
H 3.1563 1.2909 -3.1545 -0.06 -0.16 0.17
H 1.9300 0.8445 -4.3199 -0.25 -0.09 0.34
```
Positions in Å, forces in eV/Å.

Computed properties:
spin multiplicity = 2
frontier orbital gap (alpha / beta) = 7.19 / 3.24 eV
total charge = +1
HOMO (alpha / beta) = -9.27 / -9.20 eV

These are the natural (NBO) partial charges, in e, on atoms 1 to 8: atom 1 (Mg): 1.8066, atom 2 (C): -0.6346, atom 3 (C): -0.1400, atom 4 (O): -0.3897, atom 5 (H): 0.2365, atom 6 (H): 0.2082, atom 7 (H): 0.2213, atom 8 (H): 0.2341


Question: Which of these has the lowest total charge?
Answer: C4H7NO2